[1]
The following is a DFT calculation (wB97M-V/def2-TZVPD) of C46H39AgBrN2O2P2S2Si as an isolated structure.

**Maximum force**: 0.7 eV/A
**Net charge**: -1
**Highest occupied orbital energy**: -3.47 eV
**Spin multiplicity**: 1
**Calculated total energy**: -177581.5812 eV
**ΔE to the lowest compared entry with this formula, charge and spin**: 85.4 kJ/mol

CARTESIAN COORDINATES (ANGSTROEM)
1 Ag 0.65 -0.30 0.56
2 C -0.10 3.15 2.41
3 Si -0.50 1.85 1.04
4 C -2.40 1.64 1.28
5 C -3.22 2.71 1.67
6 C -4.60 2.59 1.77
7 C -5.21 1.37 1.48
8 C -4.43 0.29 1.14
9 C -3.04 0.40 1.06
10 P -2.06 -1.10 0.64
11 C -2.91 -1.49 -0.94
12 C -3.55 -2.68 -1.27
13 C -4.08 -2.87 -2.54
14 C -3.99 -1.88 -3.50
15 C -3.36 -0.68 -3.18
16 C -2.83 -0.49 -1.92
17 C -2.71 -2.39 1.77
18 C -2.17 -3.67 1.58
19 C -2.47 -4.71 2.44
20 C -3.29 -4.47 3.54
21 C -3.79 -3.20 3.77
22 C -3.50 -2.16 2.89
23 C -0.37 3.11 -0.43
24 C -1.44 3.81 -0.98
25 C -1.26 4.77 -1.97
26 C 0.02 5.07 -2.41
27 C 1.11 4.38 -1.90
28 C 0.92 3.39 -0.93
29 P 2.32 2.31 -0.40
30 C 2.41 1.20 -1.87
31 C 3.45 0.27 -1.91
32 C 3.64 -0.54 -3.02
33 C 2.79 -0.43 -4.11
34 C 1.73 0.46 -4.07
35 C 1.53 1.26 -2.95
36 C 3.75 3.41 -0.82
37 C 4.06 4.37 0.14
38 C 5.14 5.24 -0.02
39 C 5.93 5.14 -1.16
40 C 5.64 4.18 -2.12
41 C 4.56 3.33 -1.95
42 H -0.51 4.13 2.16
43 H 0.99 3.26 2.51
44 H -0.49 2.85 3.39
45 H -2.76 3.67 1.89
46 H -5.20 3.44 2.07
47 H -6.29 1.28 1.54
48 H -4.90 -0.67 0.92
49 H -3.64 -3.46 -0.53
50 H -4.58 -3.81 -2.77
51 H -4.40 -2.04 -4.49
52 H -3.29 0.11 -3.93
53 H -2.32 0.44 -1.68
54 H -1.48 -3.83 0.75
55 H -2.05 -5.69 2.28
56 H -3.52 -5.28 4.23
57 H -4.41 -3.01 4.64
58 H -3.88 -1.17 3.09
59 H -2.45 3.60 -0.64
60 H -2.11 5.29 -2.38
61 H 0.18 5.83 -3.17
62 H 2.10 4.60 -2.27
63 H 4.11 0.18 -1.06
64 H 4.44 -1.27 -3.02
65 H 2.94 -1.07 -4.98
66 H 1.04 0.52 -4.90
67 H 0.70 1.95 -2.94
68 H 3.45 4.44 1.03
69 H 5.36 5.98 0.73
70 H 6.78 5.80 -1.29
71 H 6.25 4.11 -3.01
72 H 4.33 2.60 -2.72
73 Br -0.80 -0.10 4.18
74 C 1.04 -0.56 4.04
75 C 1.85 -0.39 5.14
76 C 3.19 -0.75 5.01
77 C 3.62 -1.27 3.81
78 C 2.71 -1.41 2.77
79 N 1.43 -1.04 2.88
80 C 3.15 -2.05 1.44
81 O 4.23 -2.65 1.45
82 O 2.34 -1.92 0.48
83 H 1.45 0.00 6.07
84 H 3.87 -0.62 5.84
85 H 4.64 -1.59 3.64
86 S 0.31 -1.90 -1.85
87 C 0.34 -3.49 -1.41
88 N -0.57 -4.35 -1.92
89 C -0.38 -5.78 -1.76
90 C 0.55 -5.94 -0.56
91 S 1.40 -4.32 -0.29
92 H -1.20 -3.98 -2.62
93 H 0.06 -6.21 -2.66
94 H -1.34 -6.26 -1.58
95 H 1.31 -6.70 -0.73
96 H 0.01 -6.18 0.35

Need the Löwdin charges? In units of e they are:
1. Ag 0.467
2. C -0.256
3. Si 0.503
4. C -0.318
5. C -0.118
6. C -0.093
7. C -0.093
8. C -0.118
9. C -0.399
10. P 1.018
11. C -0.387
12. C -0.103
13. C -0.108
14. C -0.107
15. C -0.087
16. C -0.121
17. C -0.368
18. C -0.112
19. C -0.088
20. C -0.103
21. C -0.092
22. C -0.117
23. C -0.312
24. C -0.102
25. C -0.102
26. C -0.103
27. C -0.103
28. C -0.401
29. P 1.042
30. C -0.411
31. C -0.130
32. C -0.089
33. C -0.116
34. C -0.114
35. C -0.101
36. C -0.379
37. C -0.114
38. C -0.101
39. C -0.112
40. C -0.095
41. C -0.090
42. H 0.014
43. H 0.004
44. H -0.013
45. H 0.095
46. H 0.095
47. H 0.095
48. H 0.107
49. H 0.091
50. H 0.094
51. H 0.092
52. H 0.101
53. H 0.104
54. H 0.081
55. H 0.094
56. H 0.094
57. H 0.099
58. H 0.090
59. H 0.084
60. H 0.093
61. H 0.093
62. H 0.098
63. H 0.112
64. H 0.104
65. H 0.095
66. H 0.098
67. H 0.098
68. H 0.097
69. H 0.095
70. H 0.092
71. H 0.096
72. H 0.097
73. Br 0.791
74. C -0.713
75. C -0.121
76. C -0.064
77. C -0.009
78. C -0.175
79. N 0.051
80. C -0.664
81. O -0.009
82. O -0.239
83. H 0.091
84. H 0.103
85. H 0.112
86. S 0.674
87. C -1.091
88. N -0.094
89. C -0.238
90. C -0.408
91. S 0.994
92. H 0.113
93. H 0.111
94. H 0.112
95. H 0.066
96. H 0.057


[2]
The following is a DFT calculation (wB97M-V/def2-TZVPD) of C46H39BF3FeI2N3O4S2 as an isolated structure.

**Maximum force**: 0.9 eV/A
**Net charge**: -1
**Highest occupied orbital energy (alpha / beta)**: -3.24 / -4.99 eV
**Spin multiplicity**: 6
**Calculated total energy**: -142091.5106 eV
**ΔE to the lowest compared entry with this formula, charge and spin**: 5.0 kJ/mol
**<S²>**: 8.79

CARTESIAN COORDINATES (ANGSTROEM)
1 Fe -0.34 0.52 0.50
2 F 0.47 -1.54 5.52
3 C 1.03 -0.32 5.67
4 F 0.94 -0.03 7.00
5 F 2.34 -0.45 5.41
6 C 0.36 0.74 4.85
7 C -0.24 1.82 5.47
8 C -0.87 2.79 4.72
9 C -0.89 2.62 3.34
10 N -0.32 1.59 2.73
11 C 0.32 0.63 3.44
12 S 1.02 -0.61 2.49
13 H -0.20 1.89 6.55
14 H -1.35 3.65 5.17
15 H -1.39 3.33 2.70
16 I -5.54 0.66 0.96
17 C -4.24 2.15 0.33
18 C -4.76 3.37 -0.12
19 C -3.94 4.39 -0.54
20 I -4.80 6.17 -1.20
21 C -2.53 4.20 -0.54
22 C -1.58 5.18 -0.94
23 C -0.24 4.89 -0.91
24 C 0.17 3.61 -0.49
25 N -0.69 2.70 -0.10
26 C -2.02 2.97 -0.10
27 C -2.87 1.89 0.37
28 O -2.36 0.79 0.78
29 H -5.83 3.51 -0.13
30 H -1.93 6.14 -1.28
31 H 0.50 5.61 -1.23
32 H 1.21 3.33 -0.50
33 O -2.65 -2.11 -0.70
34 S -1.56 -2.07 0.31
35 C -0.47 -3.44 -0.08
36 C 0.81 -3.53 0.46
37 C 1.63 -4.57 0.07
38 C 1.19 -5.51 -0.85
39 C -0.08 -5.41 -1.39
40 C -0.91 -4.36 -1.02
41 C -2.30 -2.70 1.82
42 C -1.56 -2.94 2.97
43 C -2.21 -3.36 4.12
44 C -3.59 -3.53 4.12
45 C -4.32 -3.28 2.96
46 C -3.68 -2.86 1.81
47 H 1.17 -2.78 1.15
48 H 2.64 -4.63 0.47
49 H 1.85 -6.31 -1.16
50 H -0.42 -6.13 -2.13
51 H -1.90 -4.24 -1.44
52 H -0.49 -2.77 2.98
53 H -1.64 -3.54 5.02
54 H -4.09 -3.86 5.02
55 H -5.39 -3.40 2.97
56 H -4.22 -2.63 0.90
57 N 1.33 0.34 -0.77
58 C 2.68 0.12 -0.60
59 C 3.47 1.09 0.13
60 C 2.87 1.95 1.07
61 C 3.61 2.90 1.75
62 C 4.97 3.05 1.52
63 C 5.58 2.23 0.58
64 C 4.85 1.27 -0.10
65 C 3.26 -1.13 -1.10
66 C 4.33 -1.76 -0.44
67 C 4.83 -2.97 -0.88
68 C 4.29 -3.60 -1.99
69 C 3.21 -3.01 -2.64
70 C 2.69 -1.81 -2.19
71 H 1.83 1.82 1.30
72 H 3.11 3.52 2.49
73 H 5.54 3.80 2.05
74 H 6.63 2.35 0.36
75 H 5.35 0.67 -0.85
76 H 4.73 -1.32 0.46
77 H 5.64 -3.44 -0.34
78 H 4.68 -4.55 -2.34
79 H 2.75 -3.50 -3.49
80 H 1.86 -1.37 -2.72
81 C -0.64 2.63 -3.88
82 C -0.30 1.15 -3.94
83 C -0.05 0.73 -5.38
84 O 0.92 0.96 -3.19
85 B 0.58 0.49 -1.92
86 O -0.79 0.23 -1.85
87 C -1.34 0.26 -3.18
88 C -2.75 0.81 -3.10
89 C -1.37 -1.18 -3.69
90 H 0.20 3.21 -4.28
91 H -0.82 2.96 -2.86
92 H -1.53 2.86 -4.47
93 H 0.68 1.41 -5.83
94 H -0.97 0.77 -5.96
95 H 0.35 -0.28 -5.43
96 H -2.78 1.81 -2.67
97 H -3.34 0.15 -2.47
98 H -3.21 0.85 -4.09
99 H -0.36 -1.60 -3.73
100 H -1.81 -1.24 -4.69
101 H -1.96 -1.77 -2.99

Atomic partial charges in e from the Löwdin method, atoms 1 to 99:
1. Fe 0.690
2. F 0.114
3. C -0.591
4. F 0.101
5. F 0.122
6. C -0.127
7. C -0.017
8. C -0.064
9. C -0.125
10. N 0.003
11. C -0.662
12. S 0.717
13. H 0.116
14. H 0.095
15. H 0.110
16. I 0.914
17. C -0.653
18. C -0.242
19. C -0.688
20. I 0.862
21. C -0.222
22. C -0.048
23. C -0.040
24. C -0.103
25. N 0.090
26. C -0.158
27. C -0.451
28. O -0.183
29. H 0.071
30. H 0.054
31. H 0.106
32. H 0.113
33. O -0.492
34. S 0.972
35. C -0.333
36. C -0.076
37. C -0.077
38. C -0.091
39. C -0.081
40. C -0.068
41. C -0.326
42. C -0.081
43. C -0.076
44. C -0.092
45. C -0.084
46. C -0.087
47. H 0.038
48. H 0.105
49. H 0.100
50. H 0.099
51. H 0.106
52. H 0.052
53. H 0.101
54. H 0.097
55. H 0.100
56. H 0.088
57. N 0.126
58. C -0.194
59. C -0.162
60. C -0.069
61. C -0.088
62. C -0.114
63. C -0.105
64. C -0.048
65. C -0.150
66. C -0.044
67. C -0.107
68. C -0.124
69. C -0.096
70. C -0.013
71. H 0.047
72. H 0.100
73. H 0.089
74. H 0.093
75. H 0.108
76. H 0.112
77. H 0.096
78. H 0.091
79. H 0.101
80. H 0.092
81. C 0.000
82. C -0.461
83. C -0.012
84. O 0.137
85. B -0.869
86. O 0.050
87. C -0.443
88. C 0.015
89. C 0.001
90. H 0.096
91. H 0.067
92. H 0.094
93. H 0.088
94. H 0.092
95. H 0.083
96. H 0.077
97. H 0.096
98. H 0.095
99. H 0.090


[3]
The following is a DFT calculation (wB97M-V/def2-TZVPD) of C46H40BrCsN3O2P2 as an isolated structure at a distorted geometry.

**Maximum force**: 3.7 eV/A
**Net charge**: -1
**Highest occupied orbital energy**: -3.95 eV
**Spin multiplicity**: 1
**Calculated total energy**: -146083.2476 eV

CARTESIAN COORDINATES (ANGSTROEM)
1 Cs -23.04 8.59 12.81
2 C -25.91 11.24 11.33
3 P -24.79 11.95 12.67
4 C -26.00 12.87 13.77
5 C -27.40 12.80 13.79
6 C -28.11 13.59 14.66
7 C -27.53 14.48 15.51
8 C -26.12 14.48 15.56
9 C -25.40 13.62 14.76
10 C -24.00 13.37 11.72
11 C -22.76 13.31 11.12
12 C -22.33 14.24 10.19
13 C -23.15 15.35 9.93
14 C -24.34 15.44 10.65
15 C -24.81 14.44 11.46
16 C -24.98 10.81 10.25
17 C -25.22 11.05 8.89
18 C -24.20 10.44 8.15
19 C -23.38 9.85 9.15
20 C -22.12 9.09 8.94
21 P -22.16 7.30 9.64
22 C -22.58 6.33 8.14
23 C -23.71 6.60 7.34
24 C -24.04 5.67 6.31
25 C -23.29 4.52 6.15
26 C -22.16 4.26 6.87
27 C -21.81 5.20 7.85
28 C -20.38 6.95 9.77
29 C -19.43 7.53 9.00
30 C -18.12 7.28 9.27
31 C -17.66 6.49 10.35
32 C -18.62 5.93 11.18
33 C -19.94 6.25 10.89
34 N -23.86 10.10 10.43
35 H -26.65 11.91 10.93
36 H -26.43 10.41 11.84
37 H -27.82 12.14 13.05
38 H -29.19 13.55 14.60
39 H -28.11 15.29 15.92
40 H -25.54 15.22 16.20
41 H -24.35 13.74 14.78
42 H -22.11 12.47 11.42
43 H -21.42 14.12 9.67
44 H -22.83 16.10 9.21
45 H -24.94 16.34 10.49
46 H -25.79 14.59 11.94
47 H -26.08 11.58 8.54
48 H -24.02 10.48 7.05
49 H -21.24 9.48 9.50
50 H -21.81 9.03 7.89
51 H -24.35 7.47 7.62
52 H -24.98 5.91 5.75
53 H -23.72 3.78 5.44
54 H -21.63 3.35 6.64
55 H -20.89 5.03 8.43
56 H -19.73 8.10 8.15
57 H -17.36 7.77 8.62
58 H -16.60 6.42 10.42
59 H -18.24 5.42 12.07
60 H -20.68 5.79 11.59
61 O -18.60 4.10 15.01
62 C -19.83 3.57 15.20
63 C -19.92 2.23 15.64
64 C -21.09 1.57 15.84
65 C -22.30 2.32 15.61
66 C -22.18 3.63 15.21
67 C -20.99 4.27 14.96
68 C -20.83 5.70 14.39
69 O -21.92 6.15 13.87
70 N -20.16 6.41 15.60
71 N -19.74 7.67 15.55
72 C -19.78 8.34 14.43
73 C -19.27 9.69 14.34
74 Br -20.14 10.82 13.05
75 C -18.28 10.21 15.05
76 C -17.36 9.33 15.84
77 C -16.42 8.53 15.13
78 C -15.64 7.61 15.85
79 C -15.78 7.53 17.18
80 C -16.61 8.36 17.93
81 C -17.40 9.27 17.21
82 H -18.77 5.00 15.29
83 H -19.04 1.61 15.61
84 H -21.13 0.51 16.09
85 H -23.31 1.86 15.74
86 H -23.12 4.15 14.98
87 H -19.99 5.70 13.70
88 H -20.41 6.15 16.55
89 H -20.23 7.94 13.54
90 H -18.04 11.26 14.99
91 H -16.49 8.70 14.08
92 H -14.97 6.94 15.26
93 H -15.24 6.77 17.74
94 H -16.73 8.24 19.05
95 H -18.22 9.75 17.73

Need the Löwdin charges? In units of e they are:
1. Cs 0.833
2. C -0.299
3. P 1.053
4. C -0.394
5. C -0.089
6. C -0.119
7. C -0.104
8. C -0.086
9. C -0.151
10. C -0.365
11. C -0.097
12. C -0.066
13. C -0.080
14. C -0.105
15. C -0.119
16. C -0.502
17. C -0.114
18. C -0.094
19. C -0.437
20. C -0.294
21. P 1.029
22. C -0.382
23. C -0.072
24. C -0.094
25. C -0.146
26. C -0.098
27. C -0.094
28. C -0.434
29. C -0.126
30. C -0.088
31. C -0.076
32. C -0.073
33. C -0.106
34. N -0.073
35. H 0.077
36. H 0.073
37. H 0.089
38. H 0.100
39. H 0.094
40. H 0.124
41. H 0.093
42. H 0.075
43. H 0.086
44. H 0.095
45. H 0.103
46. H 0.115
47. H 0.069
48. H 0.095
49. H 0.075
50. H 0.076
51. H 0.108
52. H 0.108
53. H 0.103
54. H 0.098
55. H 0.100
56. H 0.098
57. H 0.109
58. H 0.084
59. H 0.107
60. H 0.106
61. O 0.052
62. C -0.290
63. C -0.049
64. C -0.101
65. C -0.095
66. C -0.058
67. C -0.110
68. C -0.539
69. O -0.344
70. N -0.008
71. N 0.067
72. C -0.234
73. C -0.631
74. Br 0.704
75. C -0.121
76. C -0.244
77. C -0.013
78. C -0.102
79. C -0.142
80. C -0.074
81. C -0.067
82. H 0.060
83. H 0.103
84. H 0.095
85. H 0.100
86. H 0.115
87. H 0.100
88. H 0.137
89. H 0.042
90. H 0.099
91. H 0.105
92. H 0.118
93. H 0.098
94. H 0.117
95. H 0.110